#i
Density functional theory data (wB97M-V/def2-TZVPD) for 2 unconnected molecules or ions with the total composition C5H8O3.

Results
Structure (SMILES)   CC(=O)OO.C=C=C
E_LUMO   0.23 eV
Gap between HOMO and LUMO   8.96 eV

The geometry in ORCA input format:
```
! RIJCOSX wB97M-V def2-TZVPD def2/J DEFGRID3
* xyz 0 1
C 1.3542 1.0485 -1.3622
C 0.0179 0.5221 -0.9222
O -0.9947 0.5246 -1.5775
O -0.2017 0.9143 0.6238
O -1.3614 1.7351 0.7878
H 1.2298 2.1049 -1.6103
H 1.6691 0.5109 -2.2566
H 2.1011 0.9460 -0.5798
H -1.9308 1.4077 0.0597
C 0.4168 -1.3910 -0.1776
C -0.2381 -1.1009 0.9811
C -0.9433 -1.2051 2.0655
H 1.4915 -1.5314 -0.1376
H -0.1107 -1.9597 -0.9339
H -1.1222 -2.1863 2.4909
H -1.3773 -0.3397 2.5488
*
```

#ii
Density functional theory data (wB97M-V/def2-TZVPD) for a single C5H8O3 molecule.

Results
Structure (SMILES)   C[C@@]1(C(=O)O)C[C@H]1O
E_LUMO   0.64 eV
Gap between HOMO and LUMO   10.72 eV

The geometry in ORCA input format:
```
! RIJCOSX wB97M-V def2-TZVPD def2/J DEFGRID3
* xyz 0 1
C 0.2021 -1.2097 -0.9878
C 0.0581 -0.1632 0.1295
C -1.0824 -0.2677 0.9943
O -1.3491 0.6094 1.7828
O -1.8409 -1.3033 0.8231
C 1.2777 0.5116 0.7261
C 0.3890 1.2612 -0.2002
O 0.8680 1.5143 -1.5543
H 0.0475 -2.2202 -0.6169
H -0.6421 -0.9867 -1.6930
H 1.1427 -1.1272 -1.5292
H -2.4457 -1.3415 1.6038
H 2.3105 0.2841 0.3357
H 1.2149 0.6957 1.8334
H -0.1875 2.0003 0.3033
H 0.0371 1.7431 -1.9506
*
```

#iii
Density functional theory data (wB97M-V/def2-TZVPD) for a single C5H8O3 molecule.

Results
Structure (SMILES)   O=C(O)/C=C/CCO
E_LUMO   -0.29 eV
Gap between HOMO and LUMO   10.16 eV

The geometry in ORCA input format:
```
! RIJCOSX wB97M-V def2-TZVPD def2/J DEFGRID3
* xyz 0 1
O 2.5383 -2.6974 -0.0095
C 1.5650 -2.1076 0.3653
O 0.7849 -2.8116 1.1582
C 1.2461 -0.7446 0.0243
C 0.1692 0.0302 0.5290
C -0.0385 1.4031 0.1364
C -1.3516 1.5916 -0.5920
O -1.3608 0.8054 -1.7974
H -0.1342 -2.3780 1.2167
H 1.7427 -0.2410 -0.5894
H -0.4663 -0.4942 1.2433
H 0.0426 2.0976 1.0863
H 0.4940 1.6075 -0.5421
H -2.2301 1.2598 0.2755
H -1.7652 2.6530 -1.0701
H -1.2359 0.0264 -1.4344
*
```

#iv
Density functional theory data (wB97M-V/def2-TZVPD) for a molecular structure, C5H8O3.

Results
E_LUMO   0.52 eV
Gap between HOMO and LUMO   8.80 eV

The geometry in ORCA input format:
```
! RIJCOSX wB97M-V def2-TZVPD def2/J DEFGRID3
* xyz 0 1
C 1.0683 0.1183 0.1660
C 1.1399 -1.1360 -0.6572
C -1.8207 0.1581 -0.4880
C -0.3425 0.9161 1.3772
C -1.0067 -0.1973 0.7322
O 1.3025 1.2330 -0.6330
O 0.0578 1.7322 2.1027
O -1.1320 -1.2420 1.3941
H 1.5472 1.9885 -0.0847
H 1.7334 0.0611 1.0340
H 2.1783 -1.3190 -0.9439
H 0.8066 -1.9932 -0.0746
H 0.5549 -1.0331 -1.5702
H -2.7834 0.5563 -0.1651
H -1.3317 0.9046 -1.1161
H -1.9719 -0.7477 -1.0734
*
```

Which of them is the least stable? Correct choice: #i.

#i
Density functional theory data (wB97M-V/def2-TZVPD) for a single C3H2N2O molecule.

Results
Structure (SMILES)   N#CC(O)C#N
E_LUMO   0.13 eV
Gap between HOMO and LUMO   12.72 eV

The geometry in ORCA input format:
```
! RIJCOSX wB97M-V def2-TZVPD def2/J DEFGRID3
* xyz 0 1
N -0.4562 -1.4510 1.9512
C -0.3661 -0.8335 0.9794
C -0.2565 -0.0835 -0.2975
O 0.6566 -0.6525 -1.1851
C -0.0142 1.3587 -0.0292
N 0.1335 2.4886 0.1465
H -1.2296 -0.1462 -0.7900
H 1.5325 -0.6806 -0.7754
*
```

#ii
Density functional theory data (wB97M-V/def2-TZVPD) for a single C3H2N2O molecule.

Results
Structure (SMILES)   O=C1C=NN=C1
E_LUMO   -1.79 eV
Gap between HOMO and LUMO   8.53 eV

The geometry in ORCA input format:
```
! RIJCOSX wB97M-V def2-TZVPD def2/J DEFGRID3
* xyz 0 1
O 1.4098 -1.2151 0.7280
C 0.5884 -0.4778 0.2333
C 0.4929 0.9679 0.3857
N -0.4660 1.4080 -0.2801
N -1.3111 0.3244 -0.7859
C -0.7575 -0.8038 -0.4676
H 1.2272 1.6503 0.7902
H -1.1837 -1.8540 -0.6036
*
```

Which of them is the least stable? Correct choice: #ii.

#i
Density functional theory data (wB97M-V/def2-TZVPD) for 2 unconnected molecules or ions with the total composition C3H8NS.

Results
E_LUMO   4.19 eV
Gap between HOMO and LUMO   6.62 eV

The geometry in ORCA input format:
```
! RIJCOSX wB97M-V def2-TZVPD def2/J DEFGRID3
* xyz -1 1
C 1.4294 1.9407 0.9476
S 0.7376 1.9539 -0.7773
H 1.8396 0.9120 1.0960
H 0.7167 2.2366 1.7358
H 2.2760 2.6155 1.0706
C -0.8777 -1.4873 0.4641
C -0.8809 -1.0354 -1.8300
N -1.0099 -1.9545 -0.9403
H 0.1516 -1.6909 0.7825
H -0.8215 -0.3928 0.4186
H -1.6379 -1.8225 1.1557
H -0.1994 -0.1946 -1.5797
H -1.7235 -1.0807 -2.5436
*
```

#ii
Density functional theory data (wB97M-V/def2-TZVPD) for a gas-phase ion, C3H8NS (charge -1).

Results
Structure (SMILES)   NCCC[S-]
E_LUMO   4.06 eV
Gap between HOMO and LUMO   6.22 eV

The geometry in ORCA input format:
```
! RIJCOSX wB97M-V def2-TZVPD def2/J DEFGRID3
* xyz -1 1
N -1.8050 1.0388 0.0452
C -0.5829 0.4268 -0.4938
C 0.1563 -0.3615 0.5599
C 1.4111 -1.0749 0.0430
S 2.8576 0.0089 -0.1859
H -1.5747 1.7789 0.6967
H -2.4326 1.4093 -0.6567
H -0.8657 -0.2405 -1.3088
H 0.0939 1.1660 -0.9460
H 0.4742 0.3123 1.3730
H -0.5517 -1.0458 1.0369
H 1.1606 -1.5510 -0.9156
H 1.6590 -1.8673 0.7520
*
```

#iii
Density functional theory data (wB97M-V/def2-TZVPD) for 2 unconnected molecules or ions with the total composition C3H8NS.

Results
E_LUMO   3.54 eV
Gap between HOMO and LUMO   5.71 eV

The geometry in ORCA input format:
```
! RIJCOSX wB97M-V def2-TZVPD def2/J DEFGRID3
* xyz -1 1
C 2.2413 -2.1321 -1.3704
S 1.6458 -0.4259 -1.7728
H 2.9223 -2.1411 -0.5166
H 2.8457 -2.5707 -2.1756
H 1.3433 -2.7389 -1.2756
C -2.9847 1.1397 2.2431
C -1.1350 0.9631 0.8501
N -1.5027 1.2411 2.0353
H -3.4924 2.0277 1.8541
H -3.3569 0.2655 1.7176
H -3.1083 1.1428 3.3236
H -0.0678 0.8614 0.6676
H -1.8439 0.7455 0.0485
*
```

#iv
Density functional theory data (wB97M-V/def2-TZVPD) for 2 unconnected molecules or ions with the total composition C3H8NS.

Results
E_LUMO   4.35 eV
Gap between HOMO and LUMO   7.20 eV

The geometry in ORCA input format:
```
! RIJCOSX wB97M-V def2-TZVPD def2/J DEFGRID3
* xyz -1 1
S -1.9389 -1.1916 0.3713
H -2.7864 -2.0700 0.7509
N 0.7859 -0.1673 1.5394
C 0.5172 0.8274 0.4976
C -0.0208 0.1754 -1.8619
C 0.9356 0.3483 -0.9204
H 0.0827 -0.8783 1.4801
H 0.7495 0.1765 2.5127
H 1.0644 1.7642 0.6895
H -0.5532 1.0741 0.4859
H 0.2033 0.0003 -2.9678
H -1.0123 -0.0525 -1.5327
H 1.9729 -0.0066 -1.0445
*
```

Which of them is the least stable? Correct choice: #i.